No. 1
DFT (ωB97M-V/def2-TZVPD) results for 10 unconnected molecules or ions with the total composition C40H110N10O10 at a distorted geometry.

Summary:
HOMO-LUMO gap   9.29 eV
ΔE to the lowest compared entry with this formula, charge and spin   4.4299 eV
Spin multiplicity   1
Calculated total energy   -2889.64838 Eh

Last column: Mulliken charge in e.
Geometry (Å):
C 0.0184 -0.8919 5.3931  -0.227
O 0.9031 -1.1842 6.4832  -0.473
C 1.6444 -0.0798 6.9905  -0.116
C 2.3801 -0.5270 8.3224  0.437
C 1.5606 -0.1578 9.5913  -1.408
N 3.7558 0.0106 8.4078  -0.843
H -0.8582 -0.4141 5.8307  0.508
H -0.1644 -1.8797 4.9702  0.176
H 0.4303 -0.3093 4.5692  -0.209
H 2.3601 0.2148 6.2230  0.052
H 0.9432 0.7491 7.0869  0.389
H 2.5002 -1.6100 8.2939  0.093
H 1.1195 0.8321 9.4743  0.314
H 2.0481 -0.1242 10.5657  0.389
H 0.7391 -0.8647 9.7072  0.325
H 4.3216 -0.2419 7.6102  0.346
H 4.2373 -0.4723 9.1528  0.285
C 2.4280 -1.5088 1.7709  -0.610
O 3.7159 -1.2674 2.4529  -0.494
C 3.6018 -1.6383 3.8758  -0.022
C 4.9965 -1.7089 4.5482  -0.133
C 5.9350 -2.8651 4.1096  -1.472
N 4.9554 -1.6986 5.9488  -0.383
H 2.2567 -2.5576 1.5281  0.729
H 2.4973 -1.0550 0.7823  -0.022
H 1.5197 -1.1923 2.2836  0.089
H 2.9873 -0.9504 4.4566  -0.206
H 3.1924 -2.6475 3.9209  0.505
H 5.5172 -0.7910 4.2754  0.211
H 6.9412 -2.6814 4.4862  0.453
H 5.9845 -2.9614 3.0250  0.317
H 5.4624 -3.7823 4.4610  0.356
H 4.4470 -2.5007 6.2926  0.241
H 5.8765 -1.9161 6.3014  0.277
C -2.0985 -2.5559 -1.8756  -0.302
O -1.5932 -1.6929 -2.8266  -0.225
C -1.9604 -1.9790 -4.2018  -0.576
C -1.5077 -3.3833 -4.6729  1.495
C 0.0263 -3.5285 -4.8230  -1.805
N -2.1269 -3.8009 -5.9404  -0.822
H -3.1674 -2.6916 -2.0407  0.489
H -2.0184 -2.1831 -0.8544  -0.131
H -1.7230 -3.5768 -1.8059  -0.156
H -3.0412 -1.8779 -4.3009  0.674
H -1.3926 -1.2937 -4.8311  -0.544
H -1.8697 -4.0929 -3.9288  -0.100
H 0.5547 -3.0754 -3.9842  0.110
H 0.4280 -3.1446 -5.7607  0.555
H 0.3133 -4.5800 -4.8096  0.515
H -3.1127 -3.7215 -5.7356  0.311
H -1.8552 -4.7737 -5.9396  0.337
C 2.6859 3.5544 -0.4817  -0.855
O 2.2109 3.3319 0.8242  -0.169
C 2.8521 2.3385 1.5518  -0.544
C 2.2647 2.2463 3.0014  1.052
C 0.8112 2.0067 3.1677  -0.127
N 2.6069 3.4382 3.7476  -0.777
H 2.5443 2.6890 -1.1290  0.309
H 3.7578 3.7439 -0.5396  0.326
H 2.1556 4.3987 -0.9221  0.205
H 2.6185 1.4470 0.9698  -0.160
H 3.9342 2.4603 1.5031  0.463
H 2.7898 1.4176 3.4764  -0.233
H 0.5611 1.0845 2.6432  -0.489
H 0.1707 2.7601 2.7092  -0.454
H 0.4257 1.9752 4.1868  0.505
H 2.6289 4.1861 3.0691  0.383
H 3.5875 3.2690 3.9201  0.387
C -3.3784 8.2998 1.0646  -0.751
O -2.4531 7.4088 0.4708  -0.272
C -1.3078 7.1918 1.2642  -1.135
C -0.4233 6.0946 0.7041  0.281
C -1.1536 4.7190 0.5891  -0.813
N 0.8252 5.8579 1.4548  -0.661
H -3.7310 7.8433 1.9895  0.317
H -4.1506 8.3342 0.2960  0.233
H -2.8466 9.2170 1.3177  0.299
H -0.6967 8.0648 1.4934  0.498
H -1.5439 6.8414 2.2690  0.371
H -0.1174 6.4600 -0.2762  0.259
H -0.6736 3.9910 -0.0649  -0.062
H -2.0885 4.8963 0.0573  0.621
H -1.5028 4.3011 1.5333  0.228
H 1.2951 5.0422 1.0890  0.348
H 0.4348 5.5805 2.3441  0.382
C 0.0033 4.3587 -5.1665  -0.670
O -1.1819 3.5899 -5.3776  -0.259
C -1.3754 3.0224 -6.6789  -0.379
C -2.8023 2.2844 -6.6872  0.501
C -2.8459 1.0831 -5.8277  -1.135
N -3.1312 1.8226 -8.0544  -0.705
H 0.0972 4.7518 -4.1542  0.225
H -0.1548 5.3158 -5.6635  0.433
H 0.9599 3.9232 -5.4549  0.115
H -1.3914 3.7508 -7.4896  0.384
H -0.6303 2.2658 -6.9247  0.045
H -3.5147 3.0609 -6.4084  0.280
H -3.8343 0.6251 -5.7902  0.356
H -2.5927 1.3116 -4.7924  0.327
H -2.1200 0.3404 -6.1587  0.007
H -2.8037 0.8863 -8.2445  0.248
H -2.7591 2.4363 -8.7650  0.247
C 3.4543 2.5765 -5.0440  -0.513
O 3.3259 1.2725 -5.6521  -0.429
C 2.1099 0.9671 -6.4203  -0.220
C 2.0753 -0.4743 -6.9443  0.936
C 3.1346 -0.7868 -7.9689  -1.752
N 0.7533 -0.6214 -7.5418  -0.591
H 3.2014 3.4127 -5.6958  0.330
H 4.4725 2.7281 -4.6857  0.275
H 2.7216 2.6217 -4.2383  0.047
H 1.2688 1.1049 -5.7409  -0.032
H 2.0177 1.7163 -7.2067  0.319
H 2.2722 -1.1087 -6.0801  0.141
H 4.0914 -0.6954 -7.4549  0.355
H 3.0288 -0.2879 -8.9322  0.374
H 3.0655 -1.8609 -8.1409  0.447
H 0.7924 -0.0912 -8.4006  0.376
H 0.1559 0.0388 -7.0649  -0.031
C -3.8091 1.5431 4.5018  -0.831
O -3.9946 0.2255 4.8638  -0.237
C -5.0085 -0.4268 4.1848  -0.598
C -5.2193 -1.8147 4.7868  0.468
C -4.1456 -2.8510 4.3896  -1.168
N -6.4462 -2.4509 4.3623  -0.770
H -3.5269 1.5787 3.4495  0.326
H -2.9360 1.8719 5.0654  0.241
H -4.6989 2.1501 4.6688  0.352
H -5.9606 0.0968 4.2711  0.321
H -4.7749 -0.4395 3.1202  0.272
H -5.2781 -1.7376 5.8725  0.243
H -4.3346 -3.7655 4.9517  0.422
H -3.1862 -2.5422 4.8047  0.148
H -3.9996 -3.0005 3.3198  0.290
H -7.2542 -1.9532 4.7080  0.265
H -6.4857 -3.2376 4.9946  0.293
C -1.5165 -0.8071 1.8135  -1.307
O -0.4291 -0.7466 0.8669  0.452
C -0.6870 0.2425 -0.1089  -0.685
C 0.5467 0.3436 -1.0912  2.599
C 0.3198 1.3135 -2.2343  -1.724
N 0.8380 -0.9058 -1.6337  -0.436
H -2.4791 -0.8922 1.3093  0.441
H -1.4621 0.1132 2.3949  0.302
H -1.3473 -1.6774 2.4476  0.156
H -1.6169 -0.0054 -0.6206  0.536
H -0.8256 1.2220 0.3488  0.192
H 1.3785 0.7136 -0.4918  -1.362
H 0.3951 2.3548 -1.9210  0.139
H -0.5572 1.1113 -2.8491  0.322
H 1.1939 1.2095 -2.8771  0.346
H -0.0364 -1.1387 -2.0824  0.132
H 0.8803 -1.5606 -0.8659  0.204
C 1.3813 -4.5330 -0.7570  -0.397
O 0.2656 -5.4305 -0.5971  -0.405
C -0.3177 -5.8579 -1.7714  -0.118
C -1.8346 -6.2511 -1.4187  0.499
C -2.0225 -7.5032 -0.5996  -1.696
N -2.5023 -6.4380 -2.6348  -0.494
H 1.2603 -3.8922 0.1164  0.064
H 1.3362 -3.9074 -1.6484  0.125
H 2.2783 -5.1361 -0.6161  0.383
H -0.2574 -5.0699 -2.5222  -0.438
H 0.2257 -6.7040 -2.1919  0.467
H -2.2713 -5.3591 -0.9697  0.233
H -1.5592 -8.3966 -1.0183  0.410
H -3.0784 -7.7042 -0.4183  0.431
H -1.5599 -7.4738 0.3870  0.349
H -3.4892 -6.2643 -2.5088  0.261
H -2.4577 -7.4227 -2.8547  0.267

No. 2
DFT (ωB97M-V/def2-TZVPD) results for a molecular structure, C28H43BrN2P2PdS at a distorted geometry.

Summary:
HOMO-LUMO gap   4.77 eV
ΔE to the lowest compared entry with this formula, charge and spin   0.0451 eV
Spin multiplicity   1
Calculated total energy   -4984.92011 Eh

Last column: Mulliken charge in e.
Geometry (Å):
N -2.1469 3.7024 4.3335  -0.590
C -2.8484 2.5963 4.1154  -0.376
C -2.2158 1.3606 3.8346  -0.379
C -0.8063 1.3415 3.6826  0.795
C -0.0937 2.5458 3.9338  -0.328
C -0.8137 3.6777 4.3460  -0.478
C -0.1067 0.0991 3.3804  -0.292
Pd 0.4938 -0.2432 -1.0461  -0.129
P 1.2772 -2.0205 -2.0555  0.144
C 1.2450 0.0720 3.1861  -0.035
C 1.9600 -1.0667 2.6756  0.656
C 3.3164 -0.8991 2.2304  -0.359
C 4.0130 -1.9598 1.6355  -0.322
C 3.2820 -3.1160 1.3541  -0.267
C 2.0179 -3.4003 1.8952  -0.469
C 1.3435 -2.3460 2.5158  -0.466
Br 4.1264 -4.4701 0.1854  -0.157
H -0.7144 -0.7719 3.1465  0.084
H 1.7785 1.0147 3.1190  0.088
H -2.7909 0.4518 3.6225  0.418
H 0.9751 2.6798 3.7231  0.267
H -3.9468 2.6633 4.0852  0.346
H -0.2679 4.5828 4.6164  0.375
H 3.7752 0.0942 2.2815  0.316
H 0.2990 -2.4643 2.7896  0.283
H 5.0643 -1.8577 1.3153  0.380
H 1.5592 -4.3718 1.7278  0.472
P 0.5455 2.0112 -1.0674  1.191
C 0.4050 -3.4428 -1.3706  -0.270
C 1.1273 -4.7814 -1.5721  -0.775
H -0.6353 -3.5138 -1.7348  0.442
H 0.2932 -3.2359 -0.2915  0.081
H 0.5256 -5.6262 -1.1964  0.431
H 1.3144 -4.9856 -2.6372  0.268
H 2.0719 -4.7896 -0.9963  -0.205
C 3.0455 -1.9998 -1.8403  1.596
C 3.8994 -2.6878 -2.9126  -1.574
H 3.2647 -2.4506 -0.8624  -1.289
H 3.3211 -0.9375 -1.7239  0.008
H 4.9361 -2.7608 -2.5583  0.463
H 3.5915 -3.7256 -3.0890  0.278
H 3.9005 -2.1166 -3.8505  0.356
C 0.8704 -1.5533 -3.7477  0.253
C 0.7018 -2.7921 -4.6221  -1.440
H 1.6163 -0.8501 -4.1515  0.450
H -0.0646 -0.9694 -3.7001  -0.263
H 0.4429 -2.4905 -5.6434  0.473
H 1.6395 -3.3591 -4.6954  0.266
H -0.1196 -3.4171 -4.2390  0.280
C -0.6495 2.6174 -2.3085  -0.835
C -0.6041 1.8426 -3.6260  -1.125
H -0.3620 3.6773 -2.4521  0.626
H -1.6418 2.5610 -1.8201  0.248
H -0.9923 2.5062 -4.4076  0.414
H 0.4191 1.5611 -3.9237  0.205
H -1.2491 0.9482 -3.6308  0.143
C 2.1962 2.3106 -1.7881  -0.670
C 3.3021 2.0600 -0.7643  -1.012
H 2.1593 3.3603 -2.1119  0.536
H 2.2747 1.6569 -2.6683  0.197
H 4.2642 2.0780 -1.2846  0.407
H 3.3336 2.8455 0.0006  0.343
H 3.2230 1.0804 -0.2724  -0.049
C 0.4402 3.2423 0.2805  -0.129
C -0.9364 3.8524 0.5507  -1.143
H 1.1365 4.0419 -0.0493  0.485
H 0.8570 2.7457 1.1782  -0.234
H -0.8072 4.6274 1.3178  0.368
H -1.3568 4.3221 -0.3501  0.407
H -1.6791 3.1434 0.9458  0.095
S -4.0139 0.5635 -0.2309  -0.228
C -3.6779 -0.5683 -1.5295  -0.655
C -2.3593 -0.9645 -1.5688  -0.597
N -1.6066 -0.1805 -0.7039  0.451
C -2.3032 0.6313 0.0798  -0.104
H -4.3988 -0.9117 -2.2403  0.458
H -1.8408 -1.6916 -2.1956  0.296
H -1.8193 1.1837 0.8757  0.104

No. 3
DFT (ωB97M-V/def2-TZVPD) results for 2 unconnected molecules or ions with the total composition C28H30NO at a distorted geometry.

Summary:
HOMO-LUMO gap   4.17 eV
ΔE to the lowest compared entry with this formula, charge and spin   2.0003 eV
Spin multiplicity   1
Total charge   +1
Calculated total energy   -1214.64257 Eh

Last column: Mulliken charge in e.
Geometry (Å):
C -0.0969 3.9688 2.1308  -1.171
C -0.9723 2.8273 1.7569  -0.176
C -1.3802 2.5682 0.4828  -0.147
N -2.3552 1.6845 0.1419  0.152
C -2.5318 1.3855 -1.2795  -0.436
C -3.7928 0.5788 -1.5387  -0.622
O -3.9342 -0.4609 -0.5717  -0.364
C -4.1173 0.0444 0.7482  -0.653
C -2.9525 0.9171 1.2169  -0.511
H -0.3435 4.3107 3.1436  0.416
H 0.9704 3.7168 2.1409  0.001
H -0.2253 4.8018 1.4238  0.293
H -1.3266 2.2162 2.5878  0.294
H -0.9642 3.1443 -0.3504  0.301
H -2.5648 2.3355 -1.8238  0.399
H -1.6718 0.8036 -1.6481  0.226
H -4.6718 1.2493 -1.5505  0.338
H -3.7193 0.0430 -2.4930  0.311
H -5.0664 0.6095 0.8229  0.318
H -4.1697 -0.8615 1.3655  0.308
H -2.2062 0.2563 1.6972  0.282
H -3.3043 1.6172 1.9873  0.386
C 3.5429 -4.0660 -1.0307  -0.371
C 2.8416 -2.9856 -1.5854  -0.735
C 2.7696 -1.7700 -0.9087  -0.481
C 3.2938 -1.6419 0.3990  0.371
C 3.2145 -0.3780 1.1272  0.232
C 3.1509 0.8334 0.4092  -0.537
C 2.9558 2.0921 0.9561  0.038
C 3.1458 3.3238 0.2343  0.721
C 3.1147 4.5648 0.9298  -0.159
C 3.2567 5.7696 0.2513  -0.876
C 3.4696 5.7811 -1.1356  -0.375
C 3.5376 4.5683 -1.8340  -0.732
C 3.3875 3.3554 -1.1657  -0.471
C 3.1952 -0.4086 2.5901  0.476
C 3.8711 0.5419 3.3846  -0.319
C 3.8028 0.4763 4.7766  -0.801
C 2.9705 -0.4633 5.3998  -0.374
C 2.2662 -1.3920 4.6221  -0.853
C 2.4408 -1.4123 3.2436  -0.280
C 3.9498 -2.7642 0.9684  -0.147
C 4.1198 -3.9401 0.2420  -0.809
H 3.6489 -4.9951 -1.5925  0.399
H 2.3539 -3.0798 -2.5574  0.401
H 2.2797 -0.9123 -1.3737  0.392
H 3.2494 0.7567 -0.6749  0.351
H 2.6761 2.1825 2.0089  0.738
H 2.9857 4.5523 2.0174  0.475
H 3.2056 6.7068 0.8060  0.389
H 3.5811 6.7265 -1.6653  0.406
H 3.7070 4.5678 -2.9101  0.401
H 3.4494 2.4147 -1.7134  0.353
H 4.4704 1.3147 2.8997  0.597
H 4.3830 1.1794 5.3764  0.411
H 2.8650 -0.4710 6.4856  0.413
H 1.5861 -2.1088 5.0804  0.414
H 1.9716 -2.1956 2.6451  0.515
H 4.3506 -2.6971 1.9828  0.478
H 4.6913 -4.7627 0.6756  0.402

No. 4
DFT (ωB97M-V/def2-TZVPD) results for 4 unconnected molecules or ions with the total composition C4H17NO3S2 at a distorted geometry.

Summary:
HOMO-LUMO gap   8.37 eV
ΔE to the lowest compared entry with this formula, charge and spin   0.7021 eV
Spin multiplicity   1
Calculated total energy   -1239.37793 Eh

Last column: Mulliken charge in e.
Geometry (Å):
C -1.6066 0.9278 0.6960  -0.630
N -1.6450 0.2291 -0.5916  -0.246
C -0.9607 -1.0052 -0.7499  -0.699
C 0.5705 -1.0505 -0.4075  -0.122
C 0.7324 -1.7311 0.9398  -0.898
S 2.3673 -1.1209 1.8190  -0.070
S 1.9887 0.5994 2.7333  -0.236
H -1.5642 2.0755 0.7617  0.277
H -0.7444 0.7155 1.3380  0.099
H -2.5919 0.6844 1.1919  0.240
H -1.4856 0.8888 -1.3381  0.286
H -1.1922 -1.3333 -1.7698  0.465
H -1.3306 -1.8959 -0.1488  0.210
H 1.1251 -1.6571 -1.1423  0.303
H 1.0998 -0.0611 -0.1779  0.103
H 0.0112 -1.5586 1.7266  0.339
H 0.8909 -2.7937 0.7623  0.424
H 2.2249 1.6388 1.9087  0.185
O -2.2572 -3.1938 0.6032  -0.682
H -3.0199 -2.6910 0.2835  0.344
H -2.4273 -3.3313 1.5418  0.313
O 2.5639 3.1782 0.1559  -0.626
H 2.7370 2.7281 -0.6810  0.305
H 1.6535 3.4610 -0.0003  0.315
O 0.7780 2.0150 -2.8560  -0.596
H 1.4999 1.4903 -3.2172  0.313
H 0.5824 2.7918 -3.3811  0.286